## w
Here is C10H9N in the gas phase from OMol25. Energies are from ωB97M-V with the def2-TZVPD basis set.

Last columns: bonded neighbours and bond lengths (Å).
CARTESIAN COORDINATES (ANGSTROEM)
1 C 3.1984 0.0149 -0.0921  C2 1.288, C6 1.436, H11 0.881
2 C 2.6082 1.1581 -0.1435  C1 1.288, C3 1.445, H12 1.192
3 C 1.1638 1.1847 -0.1637  C2 1.445, C4 1.407, H13 1.029
4 C 0.4620 -0.0195 0.0281  C3 1.407, C5 1.379, C7 1.475
5 C 1.1498 -1.1881 0.2766  C4 1.379, C6 1.414, H14 0.992
6 C 2.5619 -1.2341 0.2213  C1 1.436, C5 1.414, H15 0.945
7 C -1.0090 0.0404 0.1221  C4 1.475, C8 1.390, N20 1.411
8 C -1.9293 0.3262 1.1246  C7 1.390, C9 1.321, H16 0.978
9 C -3.1612 0.1724 0.6729  C8 1.321, C10 1.471, H17 1.134
10 C -3.1290 -0.2219 -0.7438  C9 1.471, H18 1.109, N20 1.431
11 H 4.0774 0.0507 -0.0496  C1 0.881
12 H 3.2329 2.1067 -0.5063  C2 1.192
13 H 0.7466 2.1195 -0.2702  C3 1.029
14 H 0.6124 -2.0208 0.2448  C5 0.992
15 H 3.0461 -2.0454 0.2550  C6 0.945
16 H -1.4758 0.4734 1.9780  C8 0.978
17 H -4.1300 0.3832 1.2235  C9 1.134
18 H -3.9592 -0.2929 -1.4751  C10 1.109
19 H -1.5149 -0.5137 -1.8145  N20 0.835
20 N -1.7328 -0.2371 -1.0572  C7 1.411, C10 1.431, H19 0.835

For the HOMO-LUMO gap, the calculation gives 8.835 eV. Its molecular weight is 143.2 g/mol. The SMILES is c1ccc(-c2ccc[nH]2)cc1.

---

## x
Here is C10H9N in the gas phase from OMol25. Energies are from ωB97M-V with the def2-TZVPD basis set.

Last columns: bonded neighbours and bond lengths (Å).
CARTESIAN COORDINATES (ANGSTROEM)
1 C -1.6898 2.3488 1.4260  C2 1.458, C6 1.363, H11 0.977
2 C -0.6798 2.6924 0.4317  C1 1.458, C3 1.331, H12 1.126
3 C -0.0703 1.6555 -0.1387  C2 1.331, C4 1.351, H13 1.244
4 C -0.2174 0.3691 0.2470  C3 1.351, C5 1.418, C7 1.495
5 C -1.2041 0.0162 1.2031  C4 1.418, C6 1.380, H14 1.258
6 C -1.9144 1.0510 1.7758  C1 1.363, C5 1.380, H15 1.172
7 C 0.5435 -0.7651 -0.3597  C4 1.495, C8 1.374, N20 1.343
8 C 0.9878 -1.9364 0.2037  C7 1.374, C9 1.490, H16 0.952
9 C 1.6808 -2.6593 -0.8995  C8 1.490, C10 1.296, H17 1.174
10 C 1.5570 -1.9714 -1.9910  C9 1.296, H18 1.211, N20 1.439
11 H -2.0232 3.0450 2.0250  C1 0.977
12 H -0.5439 3.7754 0.1566  C2 1.126
13 H 0.9237 2.0135 -0.7947  C3 1.244
14 H -1.6101 -1.1203 1.5592  C5 1.258
15 H -2.7514 0.8692 2.5765  C6 1.172
16 H 0.9496 -2.2667 1.0956  C8 0.952
17 H 2.1531 -3.7088 -1.1301  C9 1.174
18 H 1.9591 -2.1764 -3.1151  C10 1.211
19 H 0.6799 -0.0868 -2.1872  N20 0.868
20 N 0.9005 -0.7356 -1.6537  C7 1.343, C10 1.439, H19 0.868

For the HOMO-LUMO gap, the calculation gives 8.976 eV. Its molecular weight is 143.2 g/mol. The SMILES is c1ccc(-c2ccc[nH]2)cc1.

---

## y
Here is C10H9N in the gas phase from OMol25. Energies are from ωB97M-V with the def2-TZVPD basis set.

Last columns: bonded neighbours and bond lengths (Å).
CARTESIAN COORDINATES (ANGSTROEM)
1 C 2.9422 0.1526 -1.3261  C2 1.395, C6 1.428, H11 1.127
2 C 1.8045 0.5133 -2.0477  C1 1.395, C3 1.364, H12 0.925
3 C 0.5269 0.4174 -1.5806  C2 1.364, C4 1.499, H13 0.968
4 C 0.3846 -0.0467 -0.1628  C3 1.499, C5 1.315, C7 1.484
5 C 1.4508 -0.2528 0.5788  C4 1.315, C6 1.451, H14 1.198
6 C 2.7979 -0.2345 0.0407  C1 1.428, C5 1.451, H15 1.003
7 C -1.0062 -0.1408 0.3457  C4 1.484, C8 1.434, N20 1.395
8 C -2.2496 -0.3687 -0.3307  C7 1.434, C9 1.449, H16 1.041
9 C -3.2821 -0.3939 0.6861  C8 1.449, C10 1.457, H17 0.948
10 C -2.5956 -0.1273 1.9431  C9 1.457, H18 1.087, N20 1.330
11 H 3.9008 0.4696 -1.8261  C1 1.127
12 H 1.9989 0.8123 -2.9008  C2 0.925
13 H -0.2391 0.6223 -2.1362  C3 0.968
14 H 1.3902 -0.6022 1.7231  C5 1.198
15 H 3.6030 -0.3256 0.6321  C6 1.003
16 H -2.2487 -0.3830 -1.3720  C8 1.041
17 H -4.2219 -0.4202 0.5644  C9 0.948
18 H -3.0246 0.0687 2.9223  C10 1.087
19 H -0.6339 0.2032 2.5479  N20 1.091
20 N -1.2981 0.0365 1.6987  C7 1.395, C10 1.330, H19 1.091

For the HOMO-LUMO gap, the calculation gives 8.398 eV. Its molecular weight is 143.2 g/mol. The SMILES is c1ccc(-c2ccc[nH]2)cc1.

---

Least stable of them? w.

---

## w
Here is 2 unconnected molecules or ions with the total composition C3H2O from OMol25. Energies are from ωB97M-V with the def2-TZVPD basis set.

Last columns: bonded neighbours and bond lengths (Å).
CARTESIAN COORDINATES (ANGSTROEM)
1 C -0.6634 -0.3353 1.1511  C2 1.303, C3 1.241
2 C -0.3118 -1.5329 1.5266  C1 1.303
3 C -0.8777 0.6637 0.4466  C1 1.241, O4 1.270
4 O -0.5471 1.4735 -0.4737  C3 1.270
5 H 1.3610 0.2053 -1.3804  H6 0.760
6 H 1.0390 -0.4742 -1.2702  H5 0.760

For the HOMO-LUMO gap, the calculation gives 9.757 eV. Its molecular weight is 54.0 g/mol.

---

## x
Here is 2 unconnected molecules or ions with the total composition C3H2O from OMol25. Energies are from ωB97M-V with the def2-TZVPD basis set.

Last columns: bonded neighbours and bond lengths (Å).
CARTESIAN COORDINATES (ANGSTROEM)
1 C 1.6802 0.0844 0.0036  C2 1.173
2 C 2.8322 -0.1371 0.0016  C1 1.173
3 C -0.6997 0.4805 -0.0139  O4 1.276, H5 1.101
4 O -1.5149 -0.5014 0.0052  C3 1.276, H6 0.978
5 H -1.2486 1.4339 0.0423  C3 1.101
6 H -1.0491 -1.3604 -0.0388  O4 0.978

For the HOMO-LUMO gap (alpha / beta), the calculation gives 8.811 / 7.363 eV. Its molecular weight is 54.0 g/mol.

---

Least stable of them? x.